The following is a DFT calculation (wB97M-V/def2-TZVPD) of 7 unconnected molecules or ions with the total composition C24H47N7O8 at a distorted geometry.

The geometry in XYZ format:
```
86
Properties=species:S:1:pos:R:3:forces:R:3:lowdin_charge:R:1
O 2.11472 -5.25625 3.31980 -0.02 0.47 0.35 0.017
O -3.21643 -3.17892 1.07692 0.11 0.17 -0.50 0.013
O 0.57524 3.02737 0.16764 -0.09 -0.06 0.01 0.071
O -2.04905 0.19886 -2.97501 -0.32 0.40 0.04 0.040
O -0.86181 1.43154 0.26805 -0.12 -0.06 0.05 0.062
O 3.41658 -1.26408 -2.76003 -0.19 -0.37 -0.02 0.022
O -4.83124 0.29628 -0.82739 0.28 -0.29 -0.05 0.023
O -1.26850 7.11494 -2.26546 -0.01 -0.04 -0.05 0.020
N -2.06694 -1.83654 2.47632 0.29 0.54 -0.66 -0.189
N 0.25674 1.87775 0.41198 0.11 0.38 -0.05 -0.320
N 0.93657 6.58616 -2.49999 0.40 -0.16 -0.34 -0.205
N -4.77596 1.39440 1.16713 1.04 -0.09 -0.33 -0.198
N 3.40812 0.91274 -2.06427 -0.30 -0.03 -0.33 -0.180
N -0.98391 -1.50118 -1.92219 -0.48 -0.67 -0.36 -0.178
N 1.16061 -6.08764 1.42134 -0.33 0.77 0.53 -0.200
C 3.51107 0.65585 1.70486 -0.45 -0.04 0.47 -0.074
C -0.13843 7.39135 -2.60561 -0.21 0.15 0.13 -0.351
C 2.51604 1.52204 1.27001 0.69 0.09 -0.04 -0.020
C -4.04299 2.29569 2.04722 -1.49 -0.23 0.19 -0.056
C 0.86651 5.23831 -1.98135 -0.52 0.32 0.09 -0.048
C 0.16817 -6.96374 0.86645 -0.50 0.00 0.01 -0.067
C 0.33538 -1.01390 -2.25236 -0.03 0.09 0.78 -0.075
C -1.10460 -2.94041 -1.77495 -0.42 -1.12 0.81 -0.071
C -1.92895 -0.49939 2.99906 -1.12 0.21 1.55 -0.075
C -2.77056 -2.07637 1.33206 -0.20 -0.42 0.77 -0.324
C 2.00363 -1.22625 1.43634 0.00 0.18 1.09 -0.044
C -1.87988 -2.91117 3.41442 0.48 -0.33 0.14 -0.051
C 2.24998 7.05417 -2.83815 0.51 0.34 -0.06 -0.077
C -2.10695 -0.84045 -2.36465 0.94 -0.12 -0.02 -0.337
C 4.23517 1.95792 -1.50036 0.46 -0.51 0.14 -0.067
C 3.22388 -0.69616 1.84720 0.44 -0.23 -0.29 -0.056
C 1.01525 -0.35975 1.03194 -0.53 0.19 -0.38 -0.017
C 2.42566 1.35618 -3.04585 0.53 0.67 0.15 -0.042
C 1.85386 -5.22428 0.49718 0.79 -0.14 -0.33 -0.054
C 1.24235 -5.88430 2.77186 -0.08 -0.49 -0.97 -0.343
C -4.24209 0.98116 -0.02071 -0.44 0.35 0.51 -0.346
C -5.93886 0.78079 1.73377 -0.91 0.06 -0.12 -0.060
C 3.77834 -0.39561 -2.00348 0.21 0.70 0.42 -0.346
C 1.31037 0.98507 0.89296 -0.22 -0.21 0.26 -0.150
H -2.70875 -3.00424 4.12139 -0.04 0.00 -0.04 0.099
H 1.64092 1.90461 -2.51617 -0.22 -0.26 -0.13 0.079
H -3.20010 2.78935 1.57729 0.18 -0.28 -0.11 0.087
H 1.26051 -4.42242 0.04025 -0.47 -0.27 0.23 0.076
H 2.85735 7.18666 -1.93547 0.05 -0.02 -0.07 0.091
H 0.40942 -6.39813 3.28368 0.21 -0.04 0.29 0.131
H -0.18049 4.94709 -1.93296 0.05 -0.09 0.01 0.091
H 2.21646 8.00745 -3.36668 -0.18 0.05 0.14 0.083
H 1.27856 5.20110 -0.97203 0.11 -0.15 -0.03 0.082
H 0.34412 0.06786 -2.13413 -0.10 -0.05 -0.42 0.066
H 4.77664 1.58685 -0.62852 -0.19 -0.04 0.08 0.073
H 0.62370 -7.85982 0.44245 -0.03 0.02 -0.14 0.091
H -1.07324 -0.39456 3.66903 0.49 -0.06 -0.64 0.091
H 0.68476 -1.34811 -3.23030 -0.01 0.22 -0.08 0.102
H -6.41382 0.11260 1.01942 0.31 -0.10 -0.12 0.089
H -3.80668 1.74240 2.95961 0.47 0.27 0.06 0.069
H -6.70529 1.52829 1.97050 0.18 0.04 0.17 0.091
H 4.43316 -0.56616 -1.12516 0.11 -0.16 -0.24 0.134
H 3.94804 -1.35169 2.31881 0.05 0.01 -0.20 0.115
H 1.41230 4.57868 -2.65487 0.04 -0.16 0.09 0.080
H 2.23211 -5.84723 -0.31735 0.18 0.20 -0.02 0.094
H 0.13451 8.37294 -3.03490 -0.09 -0.02 -0.01 0.132
H 1.77367 -2.25987 1.65793 0.02 -0.08 -0.24 0.104
H 2.05289 0.51689 -3.61801 -0.09 0.01 0.06 0.076
H -2.75140 -0.32481 3.72366 -0.04 0.01 -0.27 0.091
H -0.01443 -0.65299 0.87250 0.14 -0.30 -0.28 0.104
H 1.01568 -1.39828 -1.48832 0.11 -0.12 -0.24 0.072
H -4.78176 3.05641 2.32262 0.36 0.24 0.18 0.091
H -2.92281 -1.19145 0.69655 0.09 -0.01 -0.04 0.123
H -1.75734 -3.84476 2.87184 -0.24 -0.02 -0.03 0.081
H 2.88064 2.09370 -3.71758 0.07 -0.22 -0.13 0.093
H -1.45323 -3.22577 -0.77514 0.13 0.12 0.01 0.062
H -5.69943 0.22203 2.64402 0.06 0.04 0.01 0.089
H -3.21362 1.36266 -0.12587 -0.06 0.00 -0.44 0.115
H 4.45599 1.06070 2.04063 0.03 -0.06 0.01 0.112
H -1.81162 -3.44441 -2.44220 -0.07 0.53 -0.26 0.092
H -2.01951 0.31120 2.28284 0.38 -0.27 -0.41 0.059
H -0.41302 -6.43581 0.10715 0.03 -0.12 -0.10 0.090
H -3.03087 -1.36571 -2.08342 -0.17 0.13 -0.12 0.135
H 2.68293 -4.72933 0.99802 0.10 -0.24 0.07 0.081
H 3.62070 2.80480 -1.20157 0.03 0.08 -0.05 0.083
H 2.77954 6.36836 -3.50508 -0.15 -0.18 0.08 0.086
H -0.17080 -3.47791 -1.94021 0.25 0.46 -0.04 0.079
H -0.95112 -2.75049 3.96745 -0.11 0.14 0.07 0.091
H 5.01671 2.25167 -2.21096 -0.26 0.32 -0.08 0.095
H 2.68696 2.58832 1.27583 -0.09 0.01 -0.25 0.122
H -0.53603 -7.27088 1.64073 0.07 -0.06 0.03 0.084
```
Forces are in eV/Å.

## Properties
Relative energy (zero: lowest compared OMol25 entry of this formula, charge and spin)   0.0 kcal/mol
SMILES   O=[N+]([O-])c1ccccc1.CN(C)C=O.CN(C)C=O.CN(C)C=O.CN(C)C=O.CN(C)C=O.CN(C)C=O
Spin multiplicity   1
HOMO   -8.925 eV
E   -1927.79235 a.u.
HOMO-LUMO gap   0.294 hartree
Maximum force   1.9 eV/Å
Net charge   0

---

The following is a DFT calculation (wB97M-V/def2-TZVPD) of a molecular structure, C24H48AsN2O at a distorted geometry.

The geometry in XYZ format:
```
76
Properties=species:S:1:pos:R:3:forces:R:3:lowdin_charge:R:1
As -1.23478 -0.53430 1.06131 0.32 0.25 0.68 0.940
O 6.84270 0.62385 1.86230 -0.13 -0.16 0.12 -0.187
N -2.10938 -3.31450 0.07691 0.36 -0.16 0.23 -0.056
N -2.08689 2.33624 1.52850 0.41 0.04 -0.16 -0.060
C -2.72959 0.87185 -1.22903 -0.14 0.38 -0.14 -0.271
C 4.70657 -1.81922 0.62184 -0.30 0.41 -0.21 -0.200
C -3.70656 1.85258 -0.99606 0.11 0.37 -0.38 -0.057
C 3.90640 -1.94522 -0.67776 0.61 0.16 0.11 -0.206
C -3.78078 3.02656 -1.75484 0.48 -0.53 -0.06 -0.061
C 0.48499 -1.85218 -1.18309 0.39 -0.24 -0.55 -0.272
C -2.96441 4.56565 -3.56878 0.17 0.15 -0.10 -0.078
C -4.05205 -0.72335 2.62460 -0.44 0.29 0.57 -0.481
C 6.07365 -1.15615 0.44024 0.15 -0.13 0.35 -0.172
C -4.50308 -2.10508 2.16967 -0.15 -0.11 0.02 -0.108
C -2.62997 -0.40626 -0.45381 0.07 0.29 -1.26 -0.218
C -2.54931 -0.42835 2.66319 -0.32 -0.19 0.14 -0.308
C 0.31800 -0.61739 -0.30910 0.38 -0.26 -0.53 -0.324
C 6.72799 1.96886 2.23560 0.20 0.02 0.29 -0.130
C -4.92333 0.36408 1.97816 0.06 -0.31 -0.18 -0.103
C -1.34556 -2.59709 1.14703 -0.50 -0.42 -0.33 -0.379
C 1.47969 -1.73906 -2.38558 -0.16 0.10 0.24 -0.214
C -0.90915 1.50545 1.11885 -0.45 0.51 0.26 -0.376
C 2.49504 -0.59850 -2.38039 0.10 -0.11 -0.13 -0.216
C -2.87915 3.28803 -2.79164 -0.23 -0.40 0.45 -0.307
C -1.85628 1.13699 -2.30180 -0.19 0.35 -0.08 -0.052
C 6.11353 0.34578 0.68326 0.17 0.05 -0.50 -0.252
C -1.91951 2.30862 -3.05505 -0.32 0.01 0.38 -0.057
C 3.51706 -0.58025 -1.23810 0.03 -0.12 -0.02 -0.210
H 3.04656 -0.65386 -3.32168 0.04 -0.08 -0.14 0.099
H -3.86994 5.10996 -3.31992 -0.19 0.06 0.01 0.063
H 1.97291 0.35420 -2.41922 -0.06 0.18 0.11 0.097
H 3.04330 -2.58129 -0.51754 -0.19 -0.02 0.05 0.094
H -5.22065 0.08092 0.96908 0.08 0.07 -0.17 0.053
H -3.95107 -2.89802 2.67046 0.19 -0.10 0.02 0.063
H -4.37107 -0.69328 3.67590 0.16 -0.05 0.18 0.108
H 1.23434 -0.50150 0.26910 -0.02 0.04 0.35 0.045
H 3.17529 0.04951 -0.42043 -0.22 0.04 0.09 0.093
H -1.10639 0.40902 -2.57420 0.06 -0.18 0.06 0.094
H -0.46062 -2.16532 -1.62379 -0.25 0.06 0.08 0.074
H -2.71741 -4.00346 0.50302 -0.09 0.02 0.04 0.036
H -4.42952 1.72747 -0.20622 0.03 -0.14 0.08 0.077
H -2.25261 -1.11024 -1.19434 0.06 -0.35 0.22 0.043
H 0.90644 -1.65681 -3.30888 -0.09 0.12 -0.14 0.095
H -2.11220 -1.13319 3.37609 0.17 -0.29 -0.15 0.038
H 4.12151 -1.19447 1.29910 -0.07 -0.09 0.26 0.114
H 7.23392 2.08761 3.18960 0.10 -0.01 0.09 0.082
H 5.11047 0.76792 0.74853 -0.21 0.01 0.16 0.108
H -0.53831 1.88545 0.16751 -0.03 -0.16 -0.18 0.041
H 0.81398 -2.71290 -0.60180 -0.03 -0.01 0.32 0.075
H -1.80773 -2.86952 2.09279 -0.07 0.30 0.21 0.027
H -0.32551 -2.97303 1.23457 0.22 0.11 -0.18 0.036
H 6.49179 -1.36919 -0.54139 -0.08 -0.13 -0.21 0.106
H 4.56570 -2.43691 -1.39766 -0.15 -0.28 -0.20 0.113
H 2.02883 -2.67621 -2.47959 0.03 -0.17 -0.04 0.091
H -4.55380 3.74840 -1.53086 -0.12 0.11 0.03 0.095
H 6.59562 0.84847 -0.16498 0.08 0.12 -0.01 0.119
H -2.43720 0.52121 3.18878 0.08 0.30 -0.28 0.044
H -3.61705 -0.77964 -0.20540 -0.04 0.07 0.38 0.047
H 0.31298 0.24448 -0.97516 -0.31 0.24 0.04 0.035
H -1.88358 2.78884 2.41096 -0.06 -0.09 0.14 0.046
H -2.19332 3.09799 0.86764 -0.13 -0.06 -0.08 0.042
H 6.76873 -1.59339 1.15539 0.15 0.01 0.08 0.109
H -1.46321 -3.85760 -0.48441 0.00 0.12 -0.14 0.035
H -1.22186 2.47351 -3.86469 0.15 -0.08 -0.11 0.099
H -2.95461 4.40174 -4.64457 -0.04 -0.10 -0.14 0.068
H -0.10033 1.65392 1.83657 0.15 -0.19 0.11 0.040
H 7.20768 2.63421 1.51304 -0.06 0.09 -0.17 0.084
H -4.44684 -2.26335 1.09412 0.20 0.03 -0.10 0.055
H -4.38338 1.30476 1.93820 0.01 0.16 0.00 0.047
H 4.42749 -0.11299 -1.61790 0.12 0.19 0.03 0.103
H -2.12916 5.23257 -3.35496 0.14 0.04 0.08 0.071
H 5.68624 2.25996 2.37472 -0.18 0.08 -0.11 0.088
H -0.09519 -0.68031 2.21337 0.02 -0.14 0.08 -0.014
H 4.81259 -2.78812 1.10069 0.05 -0.20 -0.02 0.103
H -5.85184 0.48215 2.53500 -0.12 0.10 0.13 0.064
H -5.54785 -2.23727 2.45895 -0.16 -0.01 -0.06 0.068
```
Forces are in eV/Å.

## Properties
Relative energy (zero: lowest compared OMol25 entry of this formula, charge and spin)   0.0 kcal/mol
Spin multiplicity   1
HOMO   -3.114 eV
E   -3363.63038 a.u.
HOMO-LUMO gap   0.215 hartree
Maximum force   1.3 eV/Å
Net charge   -1

---

- Which formula does entry 2 have?
  C24H48AsN2O